# 1
DFT (ωB97M-V/def2-TZVPD) results for an isolated ion of composition CH5N2S and charge +1.

## Properties
strongest force on any atom = 0.12760 hartree/bohr
gap between HOMO and LUMO (alpha / beta) = 5.938 / 7.630 eV
electronic energy = -548.2983 hartree
E_HOMO (alpha / beta) = -10.72 / -15.67 eV
ΔE to the lowest compared entry with this formula, charge and spin = 368.7 kJ/mol
net charge = +1
spin multiplicity = 3

Each line ends with the Löwdin charge.
Geometry (Å):
C: 0.276 0.605 0.046  -0.01
N: 0.842 1.220 -0.956  0.14
N: -0.448 -0.584 -0.126  -0.31
S: -1.274 -1.141 1.294  0.89
H: -0.967 0.152 1.619  -0.07
H: 1.426 2.135 -0.914  0.19
H: 0.987 0.754 -1.896  0.18
H: -0.510 -1.255 -0.834  0.08
H: -0.331 -1.886 1.768  -0.09

=====

# 2
DFT (ωB97M-V/def2-TZVPD) results for C44H44NP2RuS2Si as an isolated structure.

## Properties
strongest force on any atom = 0.01384 hartree/bohr
gap between HOMO and LUMO (alpha / beta) = 6.870 / 7.076 eV
electronic energy = -3621.3343 hartree
E_HOMO (alpha / beta) = -7.02 / -7.13 eV
spin multiplicity = 2

Each line ends with the Löwdin charge.
Geometry (Å):
Ru: 0.779 0.833 0.048  0.63
S: 2.326 -0.523 1.146  0.33
P: 0.610 -1.490 1.782  0.46
C: -0.698 -0.534 1.363  -0.60
P: -1.168 0.842 2.203  0.49
S: -0.031 2.399 1.467  0.39
C: -1.124 0.836 4.020  -0.33
C: -0.440 1.808 4.739  -0.10
C: -0.426 1.762 6.128  -0.08
C: -1.084 0.741 6.796  -0.09
C: -1.761 -0.238 6.077  -0.08
C: -1.785 -0.189 4.695  -0.09
C: -2.915 1.231 1.882  -0.35
C: -3.797 0.205 1.566  -0.10
C: -5.142 0.480 1.362  -0.08
C: -5.608 1.783 1.475  -0.09
C: -4.729 2.810 1.794  -0.08
C: -3.386 2.535 1.999  -0.09
C: 0.838 -1.979 3.520  -0.33
C: 0.229 -3.121 4.031  -0.08
C: 0.330 -3.421 5.383  -0.08
C: 1.040 -2.581 6.228  -0.09
C: 1.651 -1.441 5.723  -0.08
C: 1.551 -1.141 4.374  -0.11
C: 0.530 -3.073 0.897  -0.36
C: 1.680 -3.814 0.646  -0.09
C: 1.593 -5.025 -0.023  -0.08
C: 0.358 -5.501 -0.444  -0.08
C: -0.792 -4.765 -0.195  -0.08
C: -0.706 -3.551 0.474  -0.11
H: 0.091 2.593 4.215  0.07
H: 0.105 2.523 6.686  0.10
H: -1.068 0.703 7.877  0.10
H: -2.265 -1.042 6.597  0.11
H: -2.309 -0.955 4.134  0.11
H: -3.411 -0.803 1.462  0.09
H: -5.825 -0.321 1.111  0.10
H: -6.656 1.999 1.310  0.10
H: -5.090 3.827 1.879  0.10
H: -2.698 3.340 2.233  0.09
H: -0.321 -3.785 3.374  0.10
H: -0.141 -4.315 5.772  0.10
H: 1.121 -2.816 7.282  0.10
H: 2.203 -0.783 6.381  0.11
H: 2.031 -0.254 3.976  0.08
H: 2.645 -3.433 0.958  0.09
H: 2.491 -5.594 -0.224  0.10
H: 0.293 -6.445 -0.970  0.10
H: -1.755 -5.132 -0.527  0.10
H: -1.589 -2.950 0.659  0.09
C: 1.829 2.425 -0.943  -0.40
Si: 1.728 1.983 -2.701  0.58
C: -0.108 1.502 -2.837  -0.20
N: -0.509 0.628 -1.687  -0.28
C: -0.240 -0.808 -2.003  -0.19
C: -1.105 -1.377 -3.123  -0.17
C: -2.584 -1.169 -2.809  -0.19
C: -2.860 0.304 -2.513  -0.17
C: -1.957 0.784 -1.386  -0.20
C: 2.787 0.478 -3.094  -0.27
C: 2.605 -0.223 -4.291  -0.12
C: 3.332 -1.370 -4.574  -0.09
C: 4.264 -1.839 -3.657  -0.09
C: 4.465 -1.156 -2.467  -0.08
C: 3.732 -0.008 -2.192  -0.12
C: 2.030 3.292 -4.022  -0.23
C: 1.242 4.447 -4.038  -0.10
C: 1.447 5.451 -4.972  -0.09
C: 2.458 5.322 -5.915  -0.10
C: 3.257 4.188 -5.914  -0.09
C: 3.043 3.186 -4.976  -0.09
H: 1.291 3.357 -0.735  -0.03
H: 2.855 2.567 -0.586  0.00
H: -0.385 1.039 -3.785  0.08
H: -0.689 2.426 -2.771  0.09
H: -0.453 -1.360 -1.087  0.08
H: 0.824 -0.909 -2.234  0.11
H: -0.869 -2.440 -3.206  0.12
H: -0.855 -0.930 -4.089  0.10
H: -2.843 -1.760 -1.923  0.11
H: -3.209 -1.529 -3.628  0.11
H: -3.896 0.450 -2.199  0.11
H: -2.715 0.906 -3.415  0.11
H: -2.143 0.188 -0.495  0.07
H: -2.128 1.833 -1.138  0.12
H: 1.878 0.131 -5.017  0.11
H: 3.172 -1.898 -5.506  0.10
H: 4.832 -2.736 -3.872  0.10
H: 5.187 -1.519 -1.747  0.10
H: 3.886 0.504 -1.249  0.07
H: 0.455 4.575 -3.300  0.10
H: 0.823 6.336 -4.963  0.10
H: 2.624 6.104 -6.645  0.10
H: 4.050 4.083 -6.643  0.10
H: 3.678 2.307 -4.989  0.09

=====

# 3
DFT (ωB97M-V/def2-TZVPD) results for one molecule with the formula C3H4O3.

## Properties
strongest force on any atom = 0.01289 hartree/bohr
gap between HOMO and LUMO = 10.159 eV
structure (SMILES) = O=CC(O)C=O
electronic energy = -342.3895 hartree
E_HOMO = -10.17 eV
ΔE to the lowest compared entry with this formula, charge and spin = 174.3 kJ/mol

Each line ends with the Löwdin charge.
Geometry (Å):
O: -1.842 -1.612 -0.264  0.08
C: -1.265 -0.614 0.078  -0.20
C: 0.204 -0.363 -0.260  -0.31
O: 0.053 0.445 -1.410  0.00
C: 1.041 0.400 0.753  -0.17
O: 1.227 1.585 0.590  0.07
H: -1.789 0.272 0.486  0.14
H: 0.665 -1.343 -0.455  0.16
H: 0.203 1.365 -1.118  0.10
H: 1.504 -0.135 1.602  0.14

=====

# 4
DFT (ωB97M-V/def2-TZVPD) results for an isolated ion of composition C11H14NOS and charge +1.

## Properties
strongest force on any atom = 0.14308 hartree/bohr
gap between HOMO and LUMO = 9.335 eV
structure (SMILES) = CC[S@@]1(=O)=[N+]=C(C)Cc2ccccc21
electronic energy = -955.4056 hartree
E_HOMO = -13.55 eV
ΔE to the lowest compared entry with this formula, charge and spin = 108.3 kJ/mol
net charge = +1

Each line ends with the Löwdin charge.
Geometry (Å):
C: -1.213 3.442 -0.620  -0.09
C: -0.062 2.749 0.072  -0.27
S: 0.267 1.069 -0.536  1.12
O: 0.694 0.965 -2.180  -0.36
N: 1.637 0.664 0.257  -0.05
C: 2.080 -0.534 0.122  -0.33
C: 3.413 -0.887 0.643  0.01
C: 1.274 -1.572 -0.597  -0.07
C: -0.164 -1.514 -0.170  -0.19
C: -0.874 -2.642 0.224  0.01
C: -2.188 -2.531 0.644  -0.02
C: -2.817 -1.295 0.685  -0.04
C: -2.130 -0.152 0.309  -0.03
C: -0.820 -0.285 -0.115  -0.25
H: -1.243 4.480 -0.294  0.10
H: -1.073 3.427 -1.698  0.09
H: -2.171 2.987 -0.382  0.07
H: -0.213 2.612 1.141  0.11
H: 0.886 3.255 -0.111  0.12
H: 3.384 -1.823 1.197  0.10
H: 3.819 -0.088 1.257  0.10
H: 4.074 -1.040 -0.214  0.12
H: 1.689 -2.571 -0.483  0.14
H: 1.321 -1.283 -1.658  0.15
H: -0.391 -3.608 0.206  0.13
H: -2.725 -3.416 0.950  0.12
H: -3.842 -1.217 1.012  0.12
H: -2.612 0.811 0.342  0.11

=====

# 5
DFT (ωB97M-V/def2-TZVPD) results for CHClS2 as an isolated structure.

## Properties
strongest force on any atom = 0.04341 hartree/bohr
gap between HOMO and LUMO (alpha / beta) = 7.110 / 7.178 eV
electronic energy = -1295.1294 hartree
E_HOMO (alpha / beta) = -9.40 / -9.38 eV
ΔE to the lowest compared entry with this formula, charge and spin = 366.5 kJ/mol

Each line ends with the Löwdin charge.
Geometry (Å):
C: -0.202 -0.383 -0.734  -1.09
S: 1.064 0.992 3.026  -0.03
S: 0.215 0.587 0.528  0.48
Cl: -1.269 0.177 -1.918  0.61
H: 0.192 -1.372 -0.903  0.01

=====

# 6
DFT (ωB97M-V/def2-TZVPD) results for one molecule with the formula CH4N3P.

## Properties
strongest force on any atom = 0.07868 hartree/bohr
gap between HOMO and LUMO = 10.088 eV
structure (SMILES) = C1N=NNP1
electronic energy = -546.0428 hartree
E_HOMO = -9.17 eV
ΔE to the lowest compared entry with this formula, charge and spin = 208.9 kJ/mol

Each line ends with the Löwdin charge.
Geometry (Å):
C: -1.008 0.124 0.045  -0.42
N: -0.723 1.537 -0.078  -0.07
N: 0.463 1.809 -0.378  -0.10
N: 1.266 0.769 -0.693  -0.29
P: 0.575 -0.862 -0.436  0.87
H: -1.192 -0.175 1.012  0.02
H: -1.872 -0.254 -0.595  0.08
H: 2.205 0.846 -0.948  0.04
H: 0.867 -0.909 0.873  -0.13

=====

# 7
DFT (ωB97M-V/def2-TZVPD) results for one molecule with the formula C4H2N2O.

## Properties
strongest force on any atom = 0.02068 hartree/bohr
gap between HOMO and LUMO = 10.534 eV
structure (SMILES) = N#CC#CC(N)=O
electronic energy = -338.3154 hartree
E_HOMO = -10.97 eV
ΔE to the lowest compared entry with this formula, charge and spin = 68.4 kJ/mol

Each line ends with the Löwdin charge.
Geometry (Å):
N: 3.964 0.628 0.084  0.17
C: 2.861 0.274 0.040  -0.22
C: 1.531 -0.107 -0.002  0.00
C: 0.359 -0.389 -0.027  0.11
C: -1.084 -0.693 -0.025  -0.55
N: -1.844 0.431 -0.033  0.17
O: -1.509 -1.828 -0.011  0.09
H: -1.431 1.349 -0.027  0.11
H: -2.848 0.335 0.000  0.12

=====

# 8
DFT (ωB97M-V/def2-TZVPD) results for C3H2ErO as an isolated structure.

## Properties
strongest force on any atom = 0.09873 hartree/bohr
gap between HOMO and LUMO (alpha / beta) = 6.677 / 8.957 eV
electronic energy = -1204.8812 hartree
E_HOMO (alpha / beta) = -17.87 / -19.99 eV
net charge = +2
spin multiplicity = 5

Each line ends with the Löwdin charge.
Geometry (Å):
C: -1.719 -0.587 0.282  0.36
C: -1.463 0.562 -0.225  -0.17
C: -0.638 1.496 -0.596  0.05
H: 2.206 -1.231 0.081  0.02
H: -2.327 -1.442 0.553  0.11
O: 1.927 -0.375 0.404  -0.41
Er: 2.014 1.577 -0.500  2.03

=====

# 9
DFT (ωB97M-V/def2-TZVPD) results for one molecule with the formula C3H5NO.

## Properties
strongest force on any atom = 0.04836 hartree/bohr
gap between HOMO and LUMO = 9.419 eV
electronic energy = -247.1808 hartree
E_HOMO = -9.70 eV
ΔE to the lowest compared entry with this formula, charge and spin = 332.1 kJ/mol

Each line ends with the Löwdin charge.
Geometry (Å):
O: -1.445 1.479 0.738  0.07
C: -0.710 0.707 0.178  -0.61
C: -0.203 -0.685 0.707  -0.14
C: 0.942 -0.711 -0.225  0.10
N: -0.076 0.805 -1.007  0.08
H: 0.019 -0.644 1.777  0.12
H: -0.969 -1.432 0.487  0.12
H: 1.933 -0.569 0.227  0.09
H: 0.637 -0.586 -1.292  0.08
H: -0.129 1.636 -1.590  0.10

=====

# 10
DFT (ωB97M-V/def2-TZVPD) results for an isolated ion of composition C4H6N and charge +1.

## Properties
strongest force on any atom = 0.07786 hartree/bohr
gap between HOMO and LUMO = 9.150 eV
structure (SMILES) = C=C1CC1=[NH2+]
electronic energy = -210.3911 hartree
E_HOMO = -14.99 eV
ΔE to the lowest compared entry with this formula, charge and spin = 170.6 kJ/mol
net charge = +1

Each line ends with the Löwdin charge.
Geometry (Å):
C: 1.903 0.648 -0.066  0.14
C: 0.696 0.111 -0.081  -0.18
C: -0.055 -1.210 -0.028  -0.01
C: -0.747 0.036 -0.101  -0.18
N: -1.836 0.706 -0.082  0.27
H: 2.793 -0.081 -0.154  0.13
H: 2.018 1.684 0.438  0.13
H: -0.060 -2.033 -0.872  0.17
H: 0.002 -1.790 0.979  0.18
H: -1.981 1.720 0.083  0.18
H: -2.734 0.209 -0.116  0.17

=====

# 11
DFT (ωB97M-V/def2-TZVPD) results for C23H53N2O4PSi2 as an isolated structure.

## Properties
strongest force on any atom = 0.05875 hartree/bohr
gap between HOMO and LUMO (alpha / beta) = 8.461 / 7.937 eV
electronic energy = -2238.8426 hartree
E_HOMO (alpha / beta) = -7.82 / -7.82 eV
ΔE to the lowest compared entry with this formula, charge and spin = 0.0 kJ/mol
spin multiplicity = 3

Each line ends with the Löwdin charge.
Geometry (Å):
C: 5.338 -6.178 0.892  -0.18
C: 4.824 -5.461 -0.415  -0.47
P: 3.924 -3.849 0.000  0.72
C: 5.308 -2.562 -0.128  -0.33
Si: 2.441 -3.366 -1.573  0.32
O: 0.882 -3.027 -0.965  -0.51
Si: 0.162 -4.333 -0.122  0.53
C: -1.542 -3.744 0.534  -0.25
C: -2.777 -4.445 -0.132  -0.31
O: -2.442 -5.377 -1.163  -0.12
H: 5.020 -7.234 0.832  0.06
H: 6.441 -6.208 0.910  0.06
H: 4.962 -5.692 1.803  0.05
H: 4.208 -6.142 -1.018  0.06
H: 5.734 -5.193 -0.987  0.06
H: 5.719 -2.586 -1.156  0.03
H: 4.963 -1.552 0.125  0.01
H: 6.108 -2.937 0.530  0.03
H: 2.409 -4.373 -2.662  -0.05
H: 2.913 -2.115 -2.217  -0.05
H: 0.096 -5.580 -0.896  -0.02
H: 0.964 -4.652 1.082  -0.04
H: -1.575 -3.966 1.616  0.06
H: -1.642 -2.658 0.368  0.06
H: -3.385 -4.977 0.625  0.11
H: -3.441 -3.662 -0.542  0.11
H: -2.678 -6.234 -0.827  0.07
C: 3.687 3.904 2.816  -0.03
C: 3.724 2.852 1.674  -0.47
C: 2.996 3.351 0.409  -0.14
C: 1.481 3.184 0.403  -0.18
C: 1.091 1.777 0.838  -0.14
C: 1.704 1.409 2.194  -0.49
N: 3.185 1.567 2.193  -0.07
O: 3.689 0.592 1.484  -0.02
C: 1.041 2.285 3.276  -0.05
C: 1.299 -0.023 2.571  -0.03
C: 5.215 2.765 1.299  -0.05
H: 3.075 3.607 3.664  0.06
H: 4.677 4.062 3.246  0.08
H: 3.319 4.870 2.465  0.09
H: 3.381 2.803 -0.458  0.12
H: 3.245 4.400 0.232  0.12
H: 1.012 3.937 1.043  0.11
H: 1.100 3.368 -0.605  0.11
H: 0.002 1.700 0.889  0.11
H: 1.409 1.062 0.072  0.13
H: 1.459 2.073 4.262  0.09
H: -0.029 2.078 3.325  0.09
H: 1.129 3.355 3.091  0.06
H: 1.595 -0.755 1.820  0.08
H: 0.215 -0.093 2.676  0.09
H: 1.742 -0.312 3.527  0.09
H: 5.806 2.341 2.113  0.09
H: 5.600 3.765 1.091  0.09
H: 5.386 2.164 0.406  0.08
C: -6.300 1.867 -2.603  -0.03
C: -5.601 1.653 -1.232  -0.47
C: -5.118 2.984 -0.618  -0.14
C: -3.778 3.506 -1.127  -0.18
C: -2.734 2.396 -1.129  -0.14
C: -3.206 1.168 -1.911  -0.49
N: -4.510 0.659 -1.405  -0.07
O: -4.294 0.079 -0.250  -0.02
C: -3.287 1.547 -3.404  -0.04
C: -2.125 0.082 -1.861  -0.04
C: -6.731 1.147 -0.316  -0.05
H: -5.740 1.470 -3.446  0.06
H: -7.256 1.343 -2.649  0.08
H: -6.490 2.924 -2.800  0.09
H: -5.020 2.856 0.465  0.12
H: -5.882 3.752 -0.759  0.12
H: -3.890 3.940 -2.125  0.11
H: -3.439 4.321 -0.483  0.11
H: -1.801 2.776 -1.556  0.12
H: -2.500 2.118 -0.095  0.12
H: -3.639 0.704 -4.003  0.09
H: -2.299 1.822 -3.777  0.09
H: -3.931 2.401 -3.607  0.06
H: -1.859 -0.204 -0.844  0.07
H: -1.209 0.433 -2.338  0.09
H: -2.450 -0.813 -2.397  0.09
H: -7.084 0.162 -0.627  0.09
H: -7.576 1.837 -0.361  0.09
H: -6.424 1.085 0.728  0.08

=====

# 12
DFT (ωB97M-V/def2-TZVPD) results for C20H15Br2CaN4O2S2 as an isolated structure.

## Properties
strongest force on any atom = 0.03094 hartree/bohr
gap between HOMO and LUMO = 6.125 eV
electronic energy = -7762.5773 hartree
E_HOMO = -10.10 eV
ΔE to the lowest compared entry with this formula, charge and spin = 13.8 kJ/mol
net charge = +1

Each line ends with the Löwdin charge.
Geometry (Å):
Ca: 0.253 0.045 -0.122  1.48
O: 2.696 -4.170 -2.190  0.05
C: 1.418 -4.393 -2.568  -0.27
C: 1.118 -5.628 -3.137  -0.01
C: -0.169 -5.913 -3.553  -0.07
C: -1.191 -4.975 -3.404  -0.08
C: -0.897 -3.761 -2.819  -0.03
C: 0.399 -3.450 -2.393  -0.09
C: 0.617 -2.124 -1.775  -0.44
O: -0.402 -1.526 -1.231  -0.27
N: 1.861 -1.666 -1.816  -0.02
N: 2.147 -0.410 -1.191  -0.26
C: 3.326 0.020 -1.452  -0.95
S: 4.443 -0.780 -2.522  0.99
C: 5.838 0.307 -2.103  -0.50
C: 5.307 1.693 -1.796  -0.50
S: 3.890 1.481 -0.686  0.92
H: 2.764 -3.209 -2.010  0.04
H: 1.924 -6.345 -3.252  0.12
H: -0.380 -6.874 -4.009  0.11
H: -2.199 -5.198 -3.733  0.10
H: -1.674 -3.022 -2.665  0.11
H: 6.504 0.326 -2.965  0.09
H: 6.369 -0.114 -1.252  0.08
H: 4.977 2.209 -2.695  0.08
H: 6.037 2.307 -1.272  0.09
Br: -1.283 1.957 6.361  0.86
C: -0.877 1.371 4.638  -0.67
C: -0.206 0.180 4.449  -0.07
C: 0.070 -0.190 3.150  -0.09
N: -0.278 0.539 2.080  -0.04
C: -0.943 1.695 2.278  -0.19
C: -1.255 2.138 3.549  -0.04
C: -1.339 2.479 1.051  -0.19
C: -2.035 3.669 1.142  -0.04
C: -2.383 4.331 -0.022  -0.67
Br: -3.320 5.941 0.081  0.86
C: -2.044 3.805 -1.253  -0.07
C: -1.345 2.616 -1.259  -0.09
N: -0.989 1.961 -0.144  -0.04
H: 0.093 -0.441 5.282  0.12
H: 0.593 -1.117 2.956  0.13
H: -1.788 3.063 3.715  0.11
H: -2.319 4.091 2.094  0.11
H: -2.313 4.299 -2.175  0.12
H: -1.058 2.164 -2.198  0.13

=====

Question: Which formula does entry 8 have?
Answer: C3H2ErO